(1)
A cluster of 5 separate species, C20H25BF4NO16P in total, computed with wB97M-V/def2-TZVPD.

Computed properties:
Structure (SMILES)   O=NO[PH2](CCc1ccccc1)B(O)O.O=C1OC[C@@H](F)O1.O=C1OC[C@@H](F)O1.O=C1OC[C@@H](F)O1.O=C1OC[C@@H](F)O1
Gap between HOMO and LUMO   0.330 hartree
E_HOMO   -8.8 eV

Cartesian coordinates (Å):
O (4.61904, 0.23031, -2.51207)
N (3.74785, 0.29073, -3.31292)
O (3.54302, 1.55208, -3.77915)
P (1.92831, 2.13052, -3.11477)
C (0.34032, 2.78433, -2.31771)
C (-0.82394, 3.06584, -3.29708)
C (-2.00180, 2.13165, -3.07209)
C (-2.49373, 2.02289, -1.79108)
C (-3.54307, 1.21243, -1.46878)
C (-4.15015, 0.50197, -2.48101)
C (-3.66699, 0.60862, -3.74584)
C (-2.59175, 1.39896, -4.06687)
B (1.03194, 0.65595, -4.01404)
O (1.13277, 0.59948, -5.39599)
O (0.30222, -0.29901, -3.39566)
H (2.45868, 1.93277, -1.83557)
H (2.21702, 3.37034, -3.71046)
H (0.60517, 3.72361, -1.82310)
H (0.07809, 2.09029, -1.51670)
H (-1.20630, 4.06286, -3.05658)
H (-0.52461, 3.10918, -4.35164)
H (-2.00921, 2.58353, -0.99591)
H (-3.86046, 1.15306, -0.43541)
H (-4.99611, -0.12357, -2.22017)
H (-4.17127, 0.03637, -4.51818)
H (-2.21800, 1.43754, -5.08381)
H (0.37427, 1.04824, -5.79178)
H (0.40814, -0.27880, -2.43608)
O (-6.67458, -1.37082, -1.77052)
C (-6.03936, -2.20416, -1.21164)
O (-6.49466, -3.44998, -0.92711)
C (-5.40289, -4.19737, -0.38260)
C (-4.50335, -3.10487, 0.13922)
F (-3.19750, -3.45008, 0.05635)
O (-4.76149, -2.04265, -0.76213)
H (-4.92624, -4.77533, -1.17564)
H (-5.74302, -4.87515, 0.39637)
H (-4.72697, -2.77987, 1.15687)
O (-1.06784, -1.30387, 1.99804)
C (0.06609, -1.19312, 1.67429)
O (0.52451, -0.29091, 0.76683)
C (1.95766, -0.37194, 0.76115)
C (2.19329, -1.76497, 1.28400)
F (3.34210, -1.84231, 2.00350)
O (1.09069, -1.95598, 2.15733)
H (2.36510, 0.38493, 1.41837)
H (2.35508, -0.22577, -0.23912)
H (2.19358, -2.54480, 0.52026)
O (2.23512, 2.23875, 0.26566)
C (1.55990, 2.79691, 1.07282)
O (1.80970, 2.77860, 2.40220)
C (0.87044, 3.65780, 3.03313)
C (-0.25009, 3.68670, 2.02435)
F (-0.88220, 4.88196, 2.01137)
O (0.44218, 3.51443, 0.79584)
H (1.32592, 4.63936, 3.16918)
H (0.56149, 3.27184, 4.00102)
H (-0.98638, 2.88893, 2.13981)
O (3.71229, -2.86207, 8.16440)
C (4.09362, -3.08056, 7.06564)
O (3.40445, -2.78030, 5.93414)
C (4.25357, -3.06948, 4.81987)
C (5.20855, -4.07835, 5.40668)
F (6.44025, -3.98752, 4.84709)
O (5.28614, -3.67676, 6.76151)
H (4.76147, -2.15773, 4.50287)
H (3.68168, -3.46351, 3.98453)
H (4.86425, -5.11289, 5.35294)

=====

(2)
A structure of composition C20H25BeK2N5O4S, computed with wB97M-V/def2-TZVPD.

Computed properties:
Charge   +2
Energy above the lowest of the compared OMol25 structures with the same formula, charge and spin   15.6 kcal/mol
Gap between HOMO and LUMO   0.053 hartree
E_HOMO   -11.1 eV

Cartesian coordinates (Å):
K (2.16479, 5.69586, 4.66647)
K (6.29773, 0.47369, -2.22176)
Be (2.62254, 5.42259, -3.13992)
S (1.74599, 2.53260, 0.58332)
O (2.53483, 3.77289, 0.54075)
O (2.71883, 1.51570, 0.46379)
O (0.86504, 2.41135, 1.75993)
O (1.01901, 2.63736, -0.67720)
N (-4.29922, 0.46742, 0.79721)
C (-5.38711, 1.14370, 1.35380)
C (-6.39914, 0.20750, 1.32437)
C (-5.99266, -0.92721, 0.56911)
C (-4.68100, -0.70332, 0.16367)
H (-3.36696, 0.81713, 0.62785)
H (-5.27400, 2.17133, 1.66618)
H (-7.44689, 0.40257, 1.49918)
H (-6.57964, -1.77361, 0.24437)
H (-4.02726, -1.28332, -0.47085)
N (6.25734, 0.86720, 3.96416)
C (7.08406, 1.86865, 4.29721)
C (8.01079, 1.45343, 5.20074)
C (7.53205, 0.25684, 5.65275)
C (6.44867, -0.18534, 4.88097)
H (5.58106, 0.85330, 3.21413)
H (7.14288, 2.71782, 3.63250)
H (8.88680, 1.96810, 5.56693)
H (8.03965, -0.26236, 6.45224)
H (5.83566, -1.07438, 4.86653)
N (-3.68036, 2.20344, -7.80372)
C (-4.91174, 2.15237, -8.45335)
C (-5.83236, 2.02624, -7.41838)
C (-5.19390, 2.12602, -6.21586)
C (-3.87325, 2.19278, -6.45918)
H (-2.79091, 2.24019, -8.28082)
H (-5.08743, 2.17285, -9.51877)
H (-6.89136, 1.88225, -7.57392)
H (-5.67028, 2.22857, -5.25204)
H (-2.98353, 2.42378, -5.89222)
N (-0.24338, -1.54135, 5.31905)
C (-1.26807, -2.46282, 5.34741)
C (-0.87400, -3.27802, 6.45030)
C (0.24511, -2.83273, 7.13285)
C (0.62114, -1.69253, 6.37885)
H (-0.09454, -0.75361, 4.70472)
H (-2.11564, -2.47218, 4.67812)
H (-1.43506, -4.03402, 6.97953)
H (0.71929, -3.12213, 8.05902)
H (1.54943, -1.14343, 6.43525)
N (1.04141, -2.10773, -4.24710)
C (0.89155, -2.52879, -5.57520)
C (1.27334, -3.87534, -5.57986)
C (1.50419, -4.24454, -4.25727)
C (1.44036, -3.15098, -3.43427)
H (0.87769, -1.16406, -3.92653)
H (0.72464, -1.87488, -6.41837)
H (1.43104, -4.54576, -6.41176)
H (1.75773, -5.22483, -3.88158)
H (1.53509, -3.04625, -2.36354)

=====

(3)
The molecule C20H25Cl2N3O4S, computed with wB97M-V/def2-TZVPD.

Computed properties:
Structure (SMILES)   CCN1CCN(CCNC(=O)c2ccc(CS(=O)(=O)c3c(Cl)cccc3Cl)o2)CC1
Energy above the lowest of the compared OMol25 structures with the same formula, charge and spin   1.8 kcal/mol
Gap between HOMO and LUMO   0.297 hartree
E_HOMO   -8.1 eV

Cartesian coordinates (Å):
C (-1.47932, -2.93651, -0.71546)
C (-0.36369, -3.94088, -1.03395)
N (0.99476, -3.46390, -0.89538)
C (1.35161, -2.39457, -1.80976)
C (2.86206, -2.18306, -1.75625)
N (3.24428, -1.81120, -0.40865)
C (4.62605, -1.38688, -0.28960)
C (4.78460, -0.43930, 0.91060)
N (3.72321, 0.53595, 0.90845)
C (3.88840, 1.78214, 0.41302)
O (4.96366, 2.28248, 0.13985)
C (2.61246, 2.51594, 0.26686)
C (2.33151, 3.70607, -0.35088)
C (0.93437, 3.88653, -0.24543)
C (0.46242, 2.80506, 0.44536)
C (-0.89135, 2.35341, 0.82236)
S (-0.99209, 0.59348, 0.27252)
O (-0.42141, -0.22083, 1.30060)
O (-0.44554, 0.44887, -1.04253)
C (-2.78914, 0.29245, 0.16027)
C (-3.47643, 0.86799, -0.90473)
Cl (-2.65877, 1.91626, -1.99100)
C (-4.82901, 0.62770, -1.10205)
C (-5.50874, -0.18943, -0.21594)
C (-4.85459, -0.74210, 0.86866)
C (-3.49832, -0.49723, 1.05969)
Cl (-2.74363, -1.17335, 2.44079)
O (1.47251, 1.97135, 0.75269)
C (2.87914, -2.87521, 0.50638)
C (1.36785, -3.08685, 0.45531)
H (-1.41546, -2.06938, -1.36859)
H (-1.39710, -2.59772, 0.31334)
H (-2.45113, -3.40613, -0.85241)
H (-0.46801, -4.80928, -0.37510)
H (-0.47810, -4.28760, -2.06606)
H (1.05996, -2.68746, -2.82149)
H (0.85840, -1.44433, -1.55618)
H (3.13767, -1.37469, -2.43759)
H (3.36977, -3.10973, -2.07949)
H (5.32699, -2.23322, -0.19197)
H (4.88510, -0.83214, -1.19445)
H (4.75088, -0.99296, 1.85276)
H (5.73258, 0.09757, 0.84283)
H (2.79073, 0.14439, 0.91480)
H (3.04002, 4.35438, -0.82268)
H (0.35784, 4.70718, -0.62066)
H (-1.66457, 2.93893, 0.33677)
H (-1.04255, 2.31100, 1.89935)
H (-5.33114, 1.08278, -1.93993)
H (-6.55820, -0.38746, -0.36749)
H (-5.37764, -1.36375, 1.57657)
H (3.17066, -2.59636, 1.52068)
H (3.38716, -3.82050, 0.24082)
H (1.08832, -3.89632, 1.13471)
H (0.87377, -2.15861, 0.78150)

=====

(4)
The molecule C20H25ClN4O3S2, computed with wB97M-V/def2-TZVPD.

Computed properties:
Structure (SMILES)   NCC[C@@]1(O)C[C@H](CCCSC(=S)n2ccnc2)[C@](CC(=O)Cl)(c2ccccn2)O1
Energy above the lowest of the compared OMol25 structures with the same formula, charge and spin   218.8 kcal/mol
Gap between HOMO and LUMO   0.266 hartree
E_HOMO   -8.8 eV

Cartesian coordinates (Å):
N (-1.58497, -0.55372, -3.95368)
C (-2.42862, 0.31965, -3.08805)
C (-1.60985, 1.59735, -2.46693)
C (-1.65474, 1.46230, -0.86814)
O (-3.03198, 1.42364, -0.44663)
C (-0.68696, 0.21778, -0.56173)
C (0.66150, 0.85852, 0.12208)
C (1.23378, -0.41063, 0.92542)
C (2.83574, -0.60221, 0.82313)
C (3.31016, -0.93339, -0.67504)
S (3.43590, -2.75538, -1.02633)
C (1.89350, -3.62549, -0.49337)
S (1.62058, -4.11625, 1.09936)
N (0.79812, -3.91393, -1.44971)
C (-0.64629, -3.84476, -1.20462)
C (-1.38663, -4.23578, -2.49818)
N (-0.31701, -4.53423, -3.47443)
C (0.94621, -4.34468, -2.83093)
C (-0.03297, 2.07031, 0.91133)
C (0.85315, 3.44076, 0.98382)
C (2.42350, 3.18555, 0.83181)
O (2.93534, 3.13538, -0.31737)
Cl (3.51606, 3.00948, 2.29788)
C (-0.73986, 1.66096, 2.31406)
C (0.03368, 1.94070, 3.61776)
C (-0.44520, 1.58393, 5.06331)
C (-1.85770, 0.87882, 5.03818)
C (-2.49100, 0.70225, 3.64415)
N (-2.01121, 1.03035, 2.35125)
O (-1.07538, 2.50177, -0.03655)
H (-1.00285, -1.20964, -3.41720)
H (-1.04310, -0.02282, -4.64681)
H (-3.27496, 0.72210, -3.76024)
H (-2.89181, -0.34392, -2.28509)
H (-0.55066, 1.53278, -2.88737)
H (-2.12463, 2.54228, -2.85880)
H (-3.40560, 2.33353, -0.57130)
H (-0.22937, -0.20510, -1.53628)
H (-1.27681, -0.55115, 0.03992)
H (1.33333, 1.19864, -0.74669)
H (0.74923, -1.35561, 0.46393)
H (0.97026, -0.43811, 2.03655)
H (3.09004, -1.48939, 1.52349)
H (3.33815, 0.31350, 1.29214)
H (2.64402, -0.37876, -1.41725)
H (4.37557, -0.51023, -0.78727)
H (-1.14455, -3.56630, -0.21548)
H (-2.50004, -4.29343, -2.72250)
H (1.96130, -4.50489, -3.32629)
H (0.61056, 4.05779, 1.91671)
H (0.54569, 4.08838, 0.07702)
H (1.07203, 2.42856, 3.51664)
H (0.15345, 1.77074, 6.01018)
H (-2.36325, 0.52962, 6.01372)
H (-3.53286, 0.20239, 3.65637)

=====

(5)
A structure of composition C20H25CrN11NiO18, computed with wB97M-V/def2-TZVPD.

Computed properties:
Charge   -1
2S+1   6
Gap between HOMO and LUMO (spin up / spin down)   0.161 / 0.137 hartree
E_HOMO (spin up / spin down)   -5.5 / -5.5 eV
<S²>   8.857

Cartesian coordinates (Å):
Ni (0.88467, -3.77951, -3.14651)
Cr (-0.23214, -0.03494, -0.16105)
N (-0.45028, 0.94046, 2.37368)
O (-0.70323, 1.53719, 1.35461)
O (-0.12535, -0.17781, 1.98479)
O (-0.61214, 1.27866, 3.53945)
N (-1.22298, -3.14739, -0.48167)
O (-0.43985, -3.43318, -1.31788)
O (-0.97405, -2.09299, 0.07570)
O (-2.41580, -3.61326, -0.58428)
N (-3.19413, -0.01913, -1.45005)
O (-3.82093, -1.01803, -1.37670)
O (-2.33268, 0.10924, -0.57502)
O (-3.21443, 0.65441, -2.44380)
N (2.42480, -1.77929, -1.01687)
O (2.17233, -2.63659, -1.90768)
O (1.53032, -1.06669, -0.62166)
O (3.48217, -1.84782, -0.47563)
N (-0.64793, -1.16729, -3.59193)
O (-0.40261, -0.80820, -2.44452)
O (-0.01664, -2.11940, -4.00828)
O (-1.35424, -0.51487, -4.29648)
N (-0.40524, 2.57471, -2.08408)
O (-0.22974, 3.78589, -1.84708)
O (0.06707, 1.72962, -1.34031)
O (-1.02306, 2.16273, -3.07133)
N (3.58746, -0.43191, -6.00768)
C (2.57813, 0.24558, -5.31925)
C (3.05811, 0.14707, -4.02725)
C (4.34704, -0.41719, -3.97478)
C (4.72561, -0.66024, -5.25439)
H (3.46476, -0.53708, -7.00467)
H (1.77308, 0.63954, -5.92182)
H (2.63913, 0.57386, -3.12797)
H (4.97794, -0.44384, -3.09862)
H (5.67257, -0.93660, -5.69403)
N (-1.99453, 5.88988, 2.22567)
C (-0.85543, 5.24258, 1.80702)
C (0.23217, 5.95120, 2.33745)
C (-0.17737, 7.09345, 3.02073)
C (-1.56145, 7.04225, 2.80759)
H (-2.94022, 5.59800, 2.02424)
H (-0.84231, 4.31688, 1.25087)
H (1.27058, 5.65774, 2.29297)
H (0.41854, 7.79182, 3.58956)
H (-2.40486, 7.57440, 3.22217)
N (-5.61331, -2.97926, 3.11875)
C (-5.71066, -1.87899, 2.29011)
C (-4.43605, -1.44305, 2.07676)
C (-3.52526, -2.32566, 2.72562)
C (-4.32184, -3.16302, 3.51906)
H (-6.33307, -3.67020, 3.27579)
H (-6.61429, -1.58376, 1.77757)
H (-4.18544, -0.50494, 1.60395)
H (-2.45690, -2.30298, 2.56914)
H (-4.04217, -4.03801, 4.08702)
N (2.88393, 2.89965, -0.57584)
C (2.99132, 1.54963, -0.07310)
C (2.48309, 1.55494, 1.21739)
C (2.21533, 2.87245, 1.57096)
C (2.34381, 3.64330, 0.40511)
H (3.10016, 3.29045, -1.48172)
H (3.46796, 0.89516, -0.78786)
H (2.52778, 0.76388, 1.95130)
H (1.79161, 3.20619, 2.50662)
H (1.88835, 4.59742, 0.18463)
N (0.71418, -3.91325, 3.09880)
C (1.52466, -4.01041, 2.01952)
C (1.27005, -5.11443, 1.19806)
C (0.10430, -5.61399, 1.69447)
C (-0.20147, -4.94648, 2.86341)
H (0.59256, -3.27019, 3.86807)
H (2.37876, -3.36137, 1.89444)
H (1.77407, -5.42405, 0.29446)
H (-0.30992, -6.53313, 1.30718)
H (-1.01425, -5.04986, 3.56705)

=====

(6)
A cluster of 5 separate species, C20H25F15O10 in total, computed with wB97M-V/def2-TZVPD.

Computed properties:
Structure (SMILES)   CCOC(=O)C(F)(F)F.CCOC(=O)C(F)(F)F.CCOC(=O)C(F)(F)F.CCOC(=O)C(F)(F)F.CCOC(=O)C(F)(F)F
Energy above the lowest of the compared OMol25 structures with the same formula, charge and spin   4.1 kcal/mol
Gap between HOMO and LUMO   0.430 hartree
E_HOMO   -11.3 eV

Cartesian coordinates (Å):
C (3.77972, -1.75239, -5.25639)
C (3.55916, -2.05140, -3.78202)
O (2.38417, -2.84713, -3.62266)
C (1.25592, -2.19763, -3.37315)
O (1.11836, -1.02330, -3.22831)
C (0.09720, -3.21254, -3.25139)
F (-0.10167, -3.81398, -4.43413)
F (0.38010, -4.14216, -2.33500)
F (-1.02133, -2.59648, -2.90457)
H (4.65585, -1.12597, -5.40518)
H (2.93707, -1.15263, -5.61152)
H (3.82638, -2.70391, -5.77856)
H (3.49800, -1.14520, -3.18025)
H (4.40768, -2.59758, -3.36769)
C (0.02574, -1.93531, 0.24772)
C (-0.03275, -1.46213, 1.67644)
O (0.99216, -0.47093, 1.88973)
C (0.63398, 0.76929, 2.13571)
O (-0.47483, 1.20509, 2.19788)
C (1.84851, 1.68976, 2.39206)
F (2.99459, 1.00601, 2.49191)
F (1.96770, 2.59228, 1.40434)
F (1.64721, 2.35982, 3.54469)
H (-0.55646, -2.85342, 0.14851)
H (1.05068, -2.22916, 0.01172)
H (-0.32536, -1.19111, -0.46264)
H (0.20596, -2.30584, 2.32111)
H (-1.00238, -1.04479, 1.93384)
C (-0.80002, 6.48646, 1.08837)
C (-0.34114, 5.12640, 1.54095)
O (-1.03718, 4.07057, 0.89610)
C (-2.25462, 3.82318, 1.32214)
O (-2.83584, 4.40809, 2.18692)
C (-2.91081, 2.70272, 0.48081)
F (-3.67218, 1.92027, 1.23935)
F (-3.68933, 3.25813, -0.47087)
F (-1.99155, 1.94213, -0.12159)
H (-0.12194, 7.23969, 1.49304)
H (-1.82753, 6.67400, 1.38915)
H (-0.75004, 6.60158, 0.00303)
H (-0.42494, 5.04228, 2.62932)
H (0.72620, 4.99449, 1.36848)
C (-1.95143, 0.44837, -2.90640)
C (-1.61004, 0.86432, -4.31946)
O (-1.42253, -0.26922, -5.19271)
C (-0.39603, -0.25515, -6.02294)
O (0.54510, 0.47762, -5.99943)
C (-0.55611, -1.36032, -7.08830)
F (0.64171, -1.77744, -7.49816)
F (-1.23170, -2.41664, -6.62804)
F (-1.22362, -0.86929, -8.14431)
H (-1.05161, 0.27484, -2.31993)
H (-2.52918, -0.47539, -2.85743)
H (-2.54695, 1.24379, -2.46168)
H (-0.69873, 1.46317, -4.30074)
H (-2.38134, 1.47401, -4.79004)
C (1.48307, -0.46510, 5.53266)
C (0.11369, -0.67089, 6.12869)
O (-0.12734, -2.08679, 6.13430)
C (-0.85973, -2.56409, 7.11537)
O (-1.17477, -2.00455, 8.12175)
C (-1.31120, -4.01373, 6.84912)
F (-0.93889, -4.79192, 7.86513)
F (-2.65817, -4.02289, 6.77940)
F (-0.83307, -4.51492, 5.71574)
H (1.71278, 0.56563, 5.27112)
H (1.61278, -1.04361, 4.61711)
H (2.22106, -0.78999, 6.26813)
H (-0.68223, -0.20192, 5.54516)
H (0.03403, -0.27514, 7.13850)